{
  "formula": "C7H28BrN14O7",
  "method": "ωB97M-V/def2-TZVPD",
  "homo_energy_ev": [-8.83, -8.76],
  "orbital_gap_ev": [8.78, 4.27],
  "s_squared": 0.758,
  "largest_force_ha_per_bohr": 0.1508,
  "spin_multiplicity": 2,
  "energy_ev": -112950.1714,
  "species": ["Br", "C", "O", "N", "N", "H", "H", "H", "H", "C", "O", "N", "N", "H", "H", "H", "H", "C", "O", "N", "N", "H", "H", "H", "H", "C", "O", "N", "N", "H", "H", "H", "H", "C", "O", "N", "N", "H", "H", "H", "H", "C", "O", "N", "N", "H", "H", "H", "H", "C", "O", "N", "N", "H", "H", "H", "H"],
  "positions_angstrom": [[-0.08, 0.14, 0.52], [-0.09, 1.01, -3.78], [0.65, 0.11, -3.40], [-0.19, 1.39, -4.97], [-0.73, 1.73, -2.94], [0.23, 0.81, -5.69], [-0.77, 2.17, -5.25], [-0.46, 1.67, -1.97], [-1.42, 2.40, -3.23], [-0.95, -2.80, -2.29], [0.21, -2.44, -2.63], [-1.54, -3.93, -2.70], [-1.70, -2.09, -1.56], [-0.94, -4.47, -3.31], [-2.48, -4.07, -2.37], [-1.35, -1.25, -1.13], [-2.60, -2.42, -1.23], [-2.40, -2.70, 2.60], [-3.05, -3.53, 3.16], [-2.98, -1.64, 1.97], [-1.08, -2.67, 2.67], [-2.32, -0.96, 1.62], [-3.97, -1.70, 1.78], [-0.67, -2.14, 1.91], [-0.67, -3.55, 2.94], [1.01, 3.27, 3.50], [1.54, 4.21, 4.04], [1.59, 2.25, 2.89], [-0.25, 3.02, 3.64], [2.55, 2.31, 2.57], [1.12, 1.45, 2.49], [-0.64, 2.43, 2.91], [-0.67, 3.76, 4.18], [2.48, -3.29, -0.14], [2.50, -2.80, -1.26], [3.03, -4.39, 0.19], [1.93, -2.71, 0.94], [2.94, -4.72, 1.14], [3.56, -4.95, -0.47], [1.41, -1.86, 0.79], [2.21, -3.09, 1.84], [-2.83, 3.54, 1.17], [-1.86, 4.20, 0.66], [-2.77, 2.28, 1.34], [-3.89, 3.99, 1.72], [-1.99, 1.81, 0.89], [-3.62, 1.79, 1.56], [-4.58, 3.32, 2.05], [-4.09, 4.97, 1.83], [3.65, 0.75, -1.58], [3.09, -0.09, -2.14], [3.31, 1.28, -0.49], [4.61, 1.46, -2.11], [2.46, 1.00, -0.03], [3.78, 2.15, -0.27], [5.01, 2.16, -1.50], [4.77, 1.44, -3.10]],
  "mulliken_charge": [-0.923, 0.711, -0.415, -0.415, -0.258, 0.267, 0.151, 0.152, 0.158, 0.813, -0.281, -0.444, -0.187, 0.268, 0.159, -0.034, 0.203, 0.554, -0.665, -0.278, -0.310, 0.202, 0.188, 0.215, 0.230, 0.610, -0.698, -0.287, -0.341, 0.173, 0.132, 0.213, 0.227, 0.594, -0.520, -0.394, -0.186, 0.116, 0.259, -0.090, 0.160, 0.690, -0.717, -0.222, -0.374, 0.092, 0.161, 0.133, 0.243, 0.578, -0.472, -0.203, -0.450, 0.043, 0.135, 0.117, 0.218]
}